# 1
One molecule with the formula C4H7N3O, computed with the ωB97M-V functional and the def2-TZVPD basis.

Geometry as XYZ:
```
15
Properties=species:S:1:pos:R:3:forces:R:3:lowdin_charge:R:1
C -0.101 -0.717 0.996 -0.046 0.124 0.200 -0.1733
C -0.273 0.532 0.317 0.388 -0.306 -0.033 -0.4313
N -1.027 -1.671 0.839 -0.117 -0.061 -0.200 0.0580
N 0.286 1.664 0.885 0.071 -0.022 -0.102 0.1123
C -1.252 0.803 -0.782 -0.080 0.276 -0.226 -0.2121
C 1.051 -0.501 -0.472 -0.072 0.447 -0.015 -0.1896
N 2.142 0.118 -0.542 -0.291 -0.098 0.046 0.0953
O -1.511 1.904 -1.208 0.108 -0.424 0.230 0.0711
H -0.861 -2.579 1.240 -0.011 0.112 0.003 0.0918
H -1.951 -1.535 0.439 0.159 0.017 0.013 0.0951
H 0.610 2.345 0.209 -0.021 -0.042 0.014 0.0949
H 0.998 1.443 1.570 -0.041 -0.043 -0.037 0.0946
H 2.814 -0.329 -1.164 -0.089 -0.022 0.030 0.0608
H -1.660 -0.101 -1.278 -0.001 0.045 0.022 0.1229
H 0.735 -1.374 -1.048 0.042 -0.004 0.056 0.1094
```
Positions in Å, forces in eV/Å.

As for the total charge: 0. Its total energy is -10775.3668 eV. The spin multiplicity is 1. The energy relative to the best compared isomer or geometry (same formula, charge and spin) is 4.380 eV. The LUMO energy (spin up / spin down) comes out at -0.22 / -0.22 eV. The gap between HOMO and LUMO (spin up / spin down) comes out at 7.9 / 7.9 eV.

---

# 2
One molecule with the formula C4H7N3O in a non-equilibrium geometry, computed with the ωB97M-V functional and the def2-TZVPD basis.

Geometry as XYZ:
```
15
Properties=species:S:1:pos:R:3:forces:R:3:lowdin_charge:R:1
O -2.196 -1.733 1.685 -1.041 -0.407 0.652 -0.0886
N -0.831 -2.007 1.666 -1.258 0.422 0.268 0.0179
C -0.360 -1.365 0.682 4.109 -1.157 0.860 -0.1672
C -1.096 -0.572 -0.248 1.125 0.679 -0.339 -0.1524
N -0.666 0.310 -1.043 1.400 -0.186 -1.175 0.0728
N 0.755 0.409 -1.253 -1.863 -0.059 -0.776 -0.1294
C 1.069 1.823 -1.370 1.236 0.250 -0.034 -0.1296
C 1.531 0.948 -0.194 -0.168 2.015 0.758 -0.1613
H -2.579 -2.102 2.494 0.524 -0.177 -0.150 0.1011
H 0.779 -1.470 0.721 -1.713 0.311 -0.782 0.1404
H -2.112 -0.721 -0.308 -2.188 -0.140 0.211 0.0876
H 1.844 2.138 -2.094 -0.507 -0.602 0.306 0.0961
H 0.229 2.535 -1.354 0.419 -0.624 0.619 0.1031
H 2.584 0.674 -0.159 -0.275 -0.127 0.000 0.1012
H 1.048 1.132 0.774 0.199 -0.198 -0.418 0.1083
```
Positions in Å, forces in eV/Å.

As for the total charge: 0. Its total energy is -10774.4174 eV. The spin multiplicity is 1. The energy relative to the best compared isomer or geometry (same formula, charge and spin) is 5.330 eV. The LUMO energy comes out at 0.26 eV. The gap between HOMO and LUMO comes out at 9.4 eV. Its SMILES is O/N=C\C=N/N1CC1.

---

# 3
One molecule with the formula C4H7N3O in a non-equilibrium geometry, computed with the ωB97M-V functional and the def2-TZVPD basis.

Geometry as XYZ:
```
15
Properties=species:S:1:pos:R:3:forces:R:3:lowdin_charge:R:1
C -0.769 -0.403 -1.736 -1.919 -4.336 2.275 -0.1005
N -1.278 0.365 -0.569 3.782 -0.513 -1.020 -0.1378
N -0.238 1.472 -0.389 -1.311 -1.642 3.305 0.0549
C 0.348 1.239 0.754 1.911 1.992 -2.888 -0.0725
C 0.591 -0.116 1.530 -0.005 2.682 -2.697 -0.4314
O -0.486 -0.909 1.651 -0.678 -0.293 -3.300 -0.0157
C 1.854 -0.603 0.926 -2.831 -0.138 -0.122 -0.1846
N 2.687 -1.247 0.528 2.766 -1.427 -1.155 0.1790
H 0.042 -0.995 -1.246 0.202 0.728 -1.154 0.0703
H -1.512 -1.347 -1.892 1.254 2.488 -0.083 0.1326
H -0.517 0.070 -2.654 0.176 0.678 -0.463 0.0589
H -2.089 0.861 -0.754 -1.975 1.007 -0.571 0.0805
H 1.103 2.114 0.904 -1.038 -1.768 0.404 0.1438
H 1.085 0.210 2.339 0.407 1.141 4.484 0.0932
H -0.822 -0.712 0.608 -0.741 -0.600 2.986 0.1293
```
Positions in Å, forces in eV/Å.

As for the total charge: 0. Its total energy is -10774.8352 eV. The spin multiplicity is 1. The energy relative to the best compared isomer or geometry (same formula, charge and spin) is 4.912 eV. The LUMO energy comes out at 0.27 eV. The gap between HOMO and LUMO comes out at 10.2 eV. Its SMILES is CN/N=C\[C@@H](O)C#N.

---

# 4
C4H7N3O as an isolated structure in a non-equilibrium geometry, computed with the ωB97M-V functional and the def2-TZVPD basis.

Geometry as XYZ:
```
15
Properties=species:S:1:pos:R:3:forces:R:3:lowdin_charge:R:1
C -1.630 1.232 -0.174 -0.219 0.063 0.173 -0.0182
N 1.290 -0.001 1.618 -0.902 0.105 -0.545 0.0524
N 1.525 -0.716 0.335 -0.158 -0.850 -0.355 0.0055
C 0.909 0.830 0.495 -0.984 1.338 1.115 -0.6270
C -0.252 -0.900 -0.363 2.104 0.751 0.676 -0.1003
C -0.448 0.348 -0.042 0.127 0.387 0.069 -0.1513
N -0.588 -1.983 -1.011 -0.202 -0.768 -0.380 0.1394
O 1.331 1.970 0.230 0.257 -0.973 -0.264 -0.0223
H 2.146 0.371 2.025 0.213 -0.094 -0.507 0.1063
H 2.484 -0.684 -0.004 -0.234 0.015 -0.086 0.1091
H -0.529 -2.875 -0.534 -0.112 0.184 -0.107 0.1214
H -0.472 -2.010 -2.017 0.060 -0.040 0.225 0.1223
H -1.286 2.248 -0.382 0.067 -0.128 -0.017 0.0884
H -2.162 1.259 0.781 -0.049 0.045 -0.078 0.0929
H -2.319 0.912 -0.956 0.033 -0.033 0.082 0.0815
```
Positions in Å, forces in eV/Å.

As for the total charge: 0. Its total energy is -10774.4609 eV. The spin multiplicity is 1. The energy relative to the best compared isomer or geometry (same formula, charge and spin) is 5.286 eV. The LUMO energy comes out at 0.50 eV. The gap between HOMO and LUMO comes out at 8.4 eV.